Formula: CH4IN2
Source: the Open Molecules 2025 dataset
Level of theory: wB97M-V/def2-TZVPD

Element x y z (Å)
C1 -0.534 0.377 0.094
N1 0.676 0.971 0.006
N2 -0.548 -0.971 -0.022
I1 2.359 -0.063 0.013
H1 -1.534 0.830 -0.040
H2 0.840 1.917 0.126
H3 -1.392 -1.438 -0.327
H4 0.133 -1.623 0.151

- Total charge: +1
- 2S+1: 3
- Electronic energy: -447.30203 hartree
- Maximum force: 0.13188 hartree/bohr
- Lowest unoccupied orbital energy (alpha / beta): -4.525 / -8.051 eV
- Energy above the lowest of the compared OMol25 structures with the same formula, charge and spin: 155.04 kJ/mol
- Gap between HOMO and LUMO (alpha / beta): 6.77 / 7.00 eV
- <S²>: 2.01

Formula: C39H53As3BrCsIN9O2
Source: the Open Molecules 2025 dataset
Level of theory: wB97M-V/def2-TZVPD

Element x y z (Å)
Cs1 -1.080 -0.067 -1.836
C1 2.912 -0.534 -4.694
C2 3.295 0.689 -3.950
N1 4.555 0.984 -3.819
C3 4.950 2.183 -3.350
C4 4.029 3.147 -2.834
C5 4.490 4.500 -2.438
O1 3.365 5.356 -2.086
C6 2.690 2.694 -2.652
C7 1.599 3.578 -2.125
N2 0.422 3.602 -2.609
C8 -0.129 3.881 -3.800
C9 0.580 4.230 -4.945
C10 -0.041 4.477 -6.171
C11 -1.436 4.340 -6.302
C12 -2.200 4.147 -5.175
C13 -1.577 3.902 -3.941
I1 -2.641 3.674 -2.160
C14 2.279 1.453 -3.184
O2 1.278 0.780 -2.771
H1 3.837 -0.889 -5.167
H2 2.532 -1.275 -3.953
H3 2.077 -0.443 -5.460
H4 6.048 2.333 -3.343
H5 5.280 4.493 -1.597
H6 5.028 4.971 -3.310
H7 3.714 6.129 -1.688
H8 1.665 4.049 -1.197
H9 1.652 4.313 -4.903
H10 0.565 4.560 -7.044
H11 -1.828 4.317 -7.309
H12 -3.280 4.123 -5.154
C15 -4.768 5.741 4.557
C16 -4.491 4.621 3.571
C17 -5.526 3.814 2.956
C18 -5.197 2.817 2.066
C19 -3.805 2.601 1.828
Br1 -3.232 0.931 0.951
N3 -2.864 3.339 2.358
C20 -3.221 4.330 3.210
H13 -5.472 5.531 5.368
H14 -5.175 6.619 4.045
H15 -3.842 6.047 5.025
H16 -6.553 3.934 3.300
H17 -5.901 2.098 1.676
H18 -2.386 4.798 3.678
C21 -2.174 -2.758 4.238
As1 -1.015 -1.356 3.433
C22 -1.942 0.205 4.286
C23 0.461 -1.405 4.769
C24 1.792 -2.019 4.330
C25 2.768 -2.001 5.486
C26 2.421 -1.280 3.125
As2 2.837 0.733 3.118
C27 4.738 0.692 3.608
C28 2.269 1.495 4.876
C29 1.518 -3.493 3.864
As3 3.038 -4.591 3.315
C30 2.637 -6.224 4.288
C31 2.633 -5.347 1.548
H19 -2.072 -2.684 5.323
H20 -1.819 -3.750 3.967
H21 -3.194 -2.502 4.026
H22 -1.848 0.186 5.361
H23 -3.002 0.243 4.011
H24 -1.476 1.060 3.859
H25 -0.056 -2.055 5.479
H26 0.556 -0.420 5.241
H27 2.626 -1.086 6.106
H28 3.856 -2.112 5.220
H29 2.576 -2.829 6.135
H30 1.764 -1.411 2.248
H31 3.360 -1.780 2.824
H32 4.815 0.098 4.559
H33 5.004 1.736 3.759
H34 5.412 0.287 2.833
H35 2.832 1.043 5.713
H36 1.164 1.444 4.956
H37 2.570 2.561 4.863
H38 0.949 -3.518 2.889
H39 0.822 -4.067 4.593
H40 2.443 -6.003 5.365
H41 3.535 -6.767 4.238
H42 1.799 -6.735 3.809
H43 1.887 -4.824 0.932
H44 2.321 -6.401 1.587
H45 3.529 -5.325 0.906
N4 -2.738 -3.116 -0.205
C32 -2.442 -3.495 -1.488
N5 -2.080 -4.784 -1.610
C33 -1.920 -5.201 -2.859
N6 -1.728 -6.514 -3.035
N7 -1.929 -4.386 -3.976
C34 -2.311 -3.152 -3.723
N8 -2.629 -2.626 -2.501
C35 -2.410 -2.329 -4.941
C36 -2.863 -2.897 -6.116
C37 -3.032 -2.032 -7.188
C38 -2.912 -0.688 -6.992
C39 -2.494 -0.233 -5.752
N9 -2.156 -1.036 -4.773
H46 -2.726 -3.827 0.505
H47 -3.190 -2.186 -0.144
H48 -1.645 -7.113 -2.209
H49 -1.661 -6.905 -3.978
H50 -2.861 -3.951 -6.249
H51 -3.339 -2.406 -8.157
H52 -3.073 0.081 -7.758
H53 -2.392 0.835 -5.560

- Total charge: 0
- Electronic energy: -11760.26791 hartree
- Maximum force: 0.05739 hartree/bohr
- Lowest unoccupied orbital energy: 0.061 eV
- Energy above the lowest of the compared OMol25 structures with the same formula, charge and spin: 151.82 kJ/mol
- Gap between HOMO and LUMO: 6.04 eV

Formula: C3H5NO2
Source: the Open Molecules 2025 dataset
Level of theory: wB97M-V/def2-TZVPD

Element x y z (Å)
C1 -0.300 0.833 1.424
N1 -0.672 -0.228 0.655
C2 0.279 -0.726 -0.335
C3 0.305 0.116 -1.599
O1 -0.590 0.827 -1.948
O2 0.551 1.618 1.057
H1 -0.731 0.972 2.419
H2 -1.287 -0.920 1.050
H3 1.290 -0.770 0.064
H4 -0.067 -1.730 -0.577
H5 1.223 0.009 -2.210

- Total charge: 0
- SMILES: O=CCNC=O
- Electronic energy: -322.53541 hartree
- Maximum force: 0.02052 hartree/bohr
- Lowest unoccupied orbital energy: 0.711 eV
- Energy above the lowest of the compared OMol25 structures with the same formula, charge and spin: 102.21 kJ/mol
- Gap between HOMO and LUMO: 10.61 eV

Formula: C8H14N3O4Zr
Source: the Open Molecules 2025 dataset
Level of theory: wB97M-V/def2-TZVPD

Element x y z (Å)
C1 0.129 -1.848 -0.878
Zr1 0.000 0.000 0.000
N1 0.046 2.060 0.961
N2 -1.540 0.586 -1.553
H1 0.854 2.626 0.665
H2 -0.779 -0.705 1.107
H3 0.553 -2.610 -0.208
H4 0.809 -1.701 -1.742
H5 -0.860 -2.189 -1.235
H6 -1.292 1.369 -2.175
H7 -2.445 0.838 -1.131
H8 -1.736 -0.213 -2.172
H9 -0.783 2.652 0.821
H10 0.146 1.952 1.979
O1 1.216 -0.511 2.540
C2 2.259 -0.542 1.741
O2 2.061 -0.276 0.463
C3 3.556 -0.986 2.299
C4 4.704 -1.115 1.505
C5 5.901 -1.579 2.068
C6 5.972 -1.924 3.435
C7 4.819 -1.788 4.223
C8 3.630 -1.326 3.664
N3 7.188 -2.408 4.010
O3 8.169 -2.529 3.338
O4 7.236 -2.704 5.166
H11 4.673 -0.868 0.452
H12 6.772 -1.676 1.433
H13 4.831 -2.046 5.275
H14 2.761 -1.247 4.307

- Total charge: +1
- Electronic energy: -825.17089 hartree
- Maximum force: 0.10452 hartree/bohr
- Lowest unoccupied orbital energy: -4.015 eV
- Gap between HOMO and LUMO: 8.44 eV

Formula: C4H7NO
Source: the Open Molecules 2025 dataset
Level of theory: wB97M-V/def2-TZVPD

Element x y z (Å)
O1 2.337 -1.811 -0.229
C1 1.753 -0.809 -0.567
N1 1.296 0.162 0.299
C2 -0.351 1.013 -0.160
C3 -1.366 0.534 0.831
C4 -1.335 -0.044 -0.556
H1 1.514 -0.568 -1.618
H2 1.455 0.027 1.292
H3 0.995 1.190 -0.102
H4 -1.070 -0.131 1.637
H5 -2.128 1.256 1.117
H6 -2.068 0.266 -1.298
H7 -1.033 -1.084 -0.647

- Total charge: 0
- Electronic energy: -286.43460 hartree
- Maximum force: 0.00826 hartree/bohr
- Lowest unoccupied orbital energy: 0.873 eV
- Energy above the lowest of the compared OMol25 structures with the same formula, charge and spin: 517.36 kJ/mol
- Gap between HOMO and LUMO: 9.87 eV

Formula: C4H16N2O3
Source: the Open Molecules 2025 dataset
Level of theory: wB97M-V/def2-TZVPD

Element x y z (Å)
C1 0.823 0.448 -0.151
C2 0.585 1.284 1.182
C3 -0.855 1.530 1.611
N1 -1.588 2.593 0.915
N2 0.666 -1.029 0.048
C4 1.133 -1.796 -1.074
O1 0.168 -1.556 -2.166
H1 0.236 0.856 -1.033
H2 1.796 0.759 -0.582
H3 1.163 0.849 2.093
H4 1.248 2.203 1.042
H5 -1.473 0.615 1.348
H6 -0.890 1.558 2.695
H7 -1.781 2.571 -0.050
H8 -1.159 3.485 1.007
H9 -0.337 -1.240 0.177
H10 2.074 -1.270 -1.345
H11 1.277 -2.861 -0.742
H12 -0.714 -1.702 -1.976
H13 -1.388 0.885 -3.600
H14 -0.767 0.027 -2.359
O2 -1.080 0.881 -2.754
H15 0.349 -2.737 2.654
H16 0.572 -3.103 1.147
O3 -0.056 -3.249 1.913

- Total charge: 0
- SMILES: NCCCNCO.O.O
- Electronic energy: -497.15289 hartree
- Maximum force: 0.09550 hartree/bohr
- Lowest unoccupied orbital energy: 0.667 eV
- Energy above the lowest of the compared OMol25 structures with the same formula, charge and spin: 251.10 kJ/mol
- Gap between HOMO and LUMO: 9.72 eV

Formula: C5H6O2
Source: the Open Molecules 2025 dataset
Level of theory: wB97M-V/def2-TZVPD

Element x y z (Å)
C1 0.831 0.281 0.617
C2 -0.162 1.297 0.124
C3 -1.411 0.895 -0.201
C4 -1.275 -0.511 -0.026
C5 -0.046 -0.992 0.699
H1 1.321 -0.388 -1.060
H2 1.507 0.782 1.481
H3 0.324 2.250 -0.001
H4 -2.315 1.633 -0.363
H5 -2.073 -1.044 0.068
H6 0.155 -1.679 1.506
O1 1.834 0.165 -0.490
O2 -0.152 -1.086 -0.624

- Total charge: 0
- SMILES: O[C@H]1C=C[C@H]2O[C@@H]12
- Electronic energy: -344.43124 hartree
- Maximum force: 0.13232 hartree/bohr
- Lowest unoccupied orbital energy: 0.905 eV
- Energy above the lowest of the compared OMol25 structures with the same formula, charge and spin: 448.09 kJ/mol
- Gap between HOMO and LUMO: 10.22 eV

Formula: C5H14O2
Source: the Open Molecules 2025 dataset
Level of theory: wB97M-V/def2-TZVPD

Element x y z (Å)
C1 -1.090 -0.435 -0.692
O1 -1.062 0.729 -1.489
C2 -0.366 -0.179 0.664
C3 0.778 0.809 0.722
C4 2.037 0.273 0.058
C5 2.754 -0.924 0.733
H1 -2.098 -0.780 -0.465
H2 -0.454 -1.182 -1.175
H3 -0.653 0.642 -2.336
H4 -1.110 0.033 1.442
H5 -0.078 -1.197 0.981
H6 0.499 1.659 0.095
H7 1.020 1.142 1.730
H8 1.821 0.006 -0.985
H9 2.815 1.038 -0.031
H10 2.318 -1.916 0.586
H11 2.436 -0.855 1.789
H12 3.810 -0.954 0.511
H13 -3.704 0.415 -0.747
H14 -5.161 0.845 -0.349
O2 -4.512 0.829 -1.042

- Total charge: 0
- SMILES: CCCCCO.O
- Electronic energy: -349.34384 hartree
- Maximum force: 0.04782 hartree/bohr
- Lowest unoccupied orbital energy: 0.787 eV
- Energy above the lowest of the compared OMol25 structures with the same formula, charge and spin: 83.92 kJ/mol
- Gap between HOMO and LUMO: 11.27 eV